94
Properties=species:S:1:pos:R:3:forces:R:3 method="wB97M-V/def2-TZVPD" lumo_energy_ha=-0.063 e_homo_ev=-5.96 homo_lumo_gap_ev=4.2313 total_energy_ev=-127517.460 charge=-1
Ca 5.272399 1.199433 -2.017651 -2.5 0.1 1.2
Cl 0.968939 6.176103 -0.540901 -2.5 2.1 1.7
O 0.685149 7.000083 -1.697161 0.6 -0.9 -0.9
O 2.215879 5.430283 -0.717641 -0.7 -0.2 -0.1
O 0.983339 7.062483 0.588009 1.7 0.0 0.2
O -0.202451 5.342713 -0.254711 1.1 -1.4 -1.3
Cl 0.100299 -0.395867 0.029449 1.4 2.2 0.8
O -1.272191 -0.177547 0.310569 -0.9 0.6 -0.1
O 0.861159 -0.349647 1.283789 -0.2 -0.6 -0.7
O 0.212539 -1.673117 -0.602181 0.8 -1.2 -0.7
O 0.673589 0.656793 -0.840861 -0.8 -1.1 0.4
Cl -0.161921 4.731543 4.249349 3.1 1.2 -1.1
O 0.362639 3.411013 4.366669 0.2 -2.5 0.5
O 0.962909 5.572293 3.947009 0.5 0.6 -0.8
O -1.085581 4.742083 3.175599 -1.5 0.2 -0.5
O -0.654551 5.192603 5.477689 -2.1 0.1 1.9
C -0.274921 -4.577527 1.414839 -0.1 -0.2 -0.6
C -0.481431 -5.227897 0.119569 -1.8 -1.6 -2.3
N -0.780541 -5.776057 -0.874751 1.1 1.6 2.4
H -0.850451 -3.652517 1.449979 0.5 0.3 -0.1
H 0.808639 -4.466767 1.456429 -0.1 0.5 0.7
H -0.681941 -5.167357 2.236139 0.3 -0.3 -0.1
C -4.791851 -1.596237 0.852149 0.9 0.9 1.0
C -5.150451 -2.563447 -0.124511 -0.4 -1.9 -1.0
N -5.416671 -3.400137 -0.875671 0.2 0.7 0.4
H -4.406181 -2.018357 1.780139 -0.5 -0.5 0.1
H -5.629881 -0.936747 1.077709 0.3 0.2 -0.1
H -3.892421 -1.071407 0.530169 -0.3 0.6 -0.3
C -2.351601 1.964963 2.384199 -1.1 0.1 0.0
C -3.660241 1.898583 1.678319 -0.2 -0.6 0.0
N -4.708431 1.852743 1.187869 1.0 0.0 0.3
H -2.579371 2.571853 3.260499 0.6 0.4 -0.1
H -1.606491 2.405303 1.721629 0.0 0.2 0.4
H -2.015271 1.002433 2.769589 -0.2 -0.2 -0.4
C 3.616459 0.765033 3.802059 -0.4 0.0 0.6
C 4.108319 -0.607757 4.012109 -1.9 6.5 -1.0
N 4.466439 -1.643687 4.156719 2.0 -5.9 0.7
H 2.930059 0.797913 2.955969 0.2 0.0 -0.1
H 4.383109 1.537703 3.744479 0.2 -0.4 -0.4
H 3.037169 1.070593 4.673359 -0.2 -0.2 0.1
C 1.085359 3.236973 -3.791661 0.1 0.9 0.1
C 2.322549 2.701243 -3.224791 -2.2 1.2 -0.9
N 3.296189 2.325013 -2.785001 2.0 -0.9 0.4
H 0.466159 2.496953 -4.298661 0.0 0.1 0.3
H 1.271099 4.093153 -4.440161 0.7 -0.4 -0.7
H 0.559759 3.859833 -3.067861 -0.3 -0.8 0.8
C 3.234329 -6.137157 -0.720811 1.0 0.4 0.7
C 2.195369 -7.119527 -0.668141 -3.5 -3.4 -0.9
N 1.360749 -7.955107 -0.662221 2.9 2.7 0.2
H 3.154109 -5.298577 -1.412511 -0.7 -0.4 -0.1
H 4.187179 -6.620737 -0.936051 0.0 -0.1 0.1
H 3.280429 -5.745937 0.295509 0.3 0.3 0.0
C -2.002241 -2.563527 -3.230671 0.7 -0.5 -1.0
C -3.180371 -2.160097 -3.945641 -4.8 1.1 -2.1
N -4.157481 -1.872587 -4.554691 3.7 -1.0 2.1
H -1.861661 -2.097457 -2.255411 0.0 -0.1 -0.2
H -1.236091 -2.323187 -3.967781 0.6 0.5 0.5
H -1.930141 -3.650997 -3.248511 -0.4 -0.1 0.7
C 3.231459 -2.871257 -0.022431 -0.3 -0.1 -1.3
C 3.729529 -1.531347 -0.287831 1.7 3.8 0.3
N 4.148299 -0.444567 -0.498981 -0.9 -3.8 0.2
H 3.955839 -3.640707 -0.289501 0.5 0.4 0.5
H 2.513509 -2.981917 -0.835081 -0.7 -0.1 0.3
H 2.755039 -3.062677 0.939069 0.2 0.5 -0.1
C -4.578671 0.704433 -2.004011 -1.2 -0.8 0.2
C -5.800411 1.151483 -2.690401 -0.3 0.6 -0.6
N -6.746561 1.442623 -3.288621 0.8 -0.2 0.7
H -4.012401 0.131463 -2.738261 0.3 0.4 0.2
H -4.961381 0.001873 -1.263711 0.2 -0.1 0.1
H -4.048781 1.461233 -1.425601 -0.3 -0.1 -0.6
C 0.590829 -1.287967 4.765579 1.0 0.3 0.1
C -0.594061 -1.830637 4.227389 -1.4 -0.4 -0.7
N -1.582971 -2.237087 3.818409 -0.3 -0.3 -0.2
H 0.457389 -0.208327 4.833959 0.2 0.0 0.5
H 1.402789 -1.477507 4.063519 0.1 0.0 0.2
H 0.759139 -1.813437 5.705609 0.4 0.5 0.1
C 1.853339 2.962803 1.260039 0.7 -1.0 0.0
C 3.152289 2.755223 0.579799 3.2 0.3 -1.4
N 4.212219 2.657423 0.043849 -3.4 -0.4 1.4
H 1.637829 2.080973 1.863399 0.0 -0.3 -0.2
H 1.081149 3.004163 0.491849 0.0 0.6 0.2
H 1.887409 3.763133 1.999239 -0.1 0.6 -0.5
C -1.997111 3.018423 -1.366711 0.1 -0.1 0.0
C -2.131641 2.349653 -2.661251 0.2 1.5 1.8
N -2.273321 1.891963 -3.688941 0.1 -0.9 -1.9
H -2.363621 4.044963 -1.366641 0.0 -0.1 -0.3
H -0.942421 3.065273 -1.095541 -0.1 -0.1 0.2
H -2.565141 2.464493 -0.619321 0.2 0.0 0.1
C 1.337619 -1.459017 -4.070731 1.5 0.3 0.3
C 2.671269 -1.001907 -3.723091 7.1 1.5 0.8
N 3.817819 -0.694737 -3.478261 -5.8 -1.1 -1.1
H 0.829679 -0.520117 -4.291091 -0.9 -0.5 0.3
H 1.110839 -2.033567 -3.172641 -1.2 0.2 -0.1
H 1.423719 -2.105557 -4.944041 -0.2 0.1 0.0


15
Properties=species:S:1:pos:R:3:forces:R:3 method="wB97M-V/def2-TZVPD" lumo_energy_ha=0.030 e_homo_ev=-9.51 homo_lumo_gap_ev=10.3164 total_energy_ev=-7828.826 e_above_lowest_kcal_mol=80.6 smiles=N[C@H]1C[C@@H]1CO
N 2.552683 -0.248514 -0.319138 1.1 -1.4 2.5
C 1.240003 -0.155270 0.364592 0.1 0.7 1.2
C 0.421499 1.040490 0.117728 -0.2 2.2 -2.9
C -0.104051 -0.288426 -0.355504 -0.1 -0.1 -1.0
C -1.483292 -0.612675 0.269424 1.2 -1.3 -1.5
O -2.454593 0.308462 -0.197579 -4.2 -2.7 -1.0
H 3.121086 0.534610 0.175833 -0.9 -1.9 -1.2
H 2.994885 -1.228553 0.046558 -1.1 3.2 -1.2
H 1.288976 -0.253449 1.438443 -0.1 -1.1 0.3
H 0.709935 1.846438 -0.604111 0.2 -1.2 0.2
H -0.212993 1.562483 0.800145 0.0 -0.3 1.2
H 0.039262 -0.567958 -1.447079 -0.4 0.6 1.5
H -1.759299 -1.651644 0.036214 0.0 0.2 -0.2
H -1.471839 -0.573222 1.317325 0.5 0.2 1.7
H -3.387005 -0.301519 -0.326169 4.0 2.9 0.5